Entry 1:
C36H67IN2O12S | the ωB97M-V functional and the def2-TZVPD basis

The geometry in XYZ format:
```
119
Properties=species:S:1:pos:R:3
C 5.470 -5.783 -1.886
C 4.831 -6.288 -0.480
C 4.504 -5.094 0.543
C 2.954 -4.604 0.478
C 2.612 -4.279 -1.069
C 3.041 -2.854 -1.575
N 3.716 -1.866 -0.694
C 2.725 -2.533 -3.086
C 3.080 -1.100 -3.719
C 1.754 -0.184 -3.454
C 0.659 -0.349 -4.648
I 2.220 1.889 -2.980
C 2.062 -3.605 -3.965
C 1.618 -5.015 -3.488
C 1.897 -5.326 -2.003
O 1.511 -6.578 -1.455
C 0.232 -6.430 -0.727
C -0.982 -6.256 -1.763
C -2.427 -6.125 -1.015
C 0.923 -5.846 -4.648
O 0.544 -7.031 -4.621
N 0.811 -4.852 -5.752
S -0.824 -4.375 -6.173
C 1.642 -3.634 -5.491
O 1.902 -2.888 -6.458
H 5.042 -6.379 -2.768
H 6.612 -5.871 -1.833
H 5.132 -4.690 -2.036
H 5.600 -7.037 -0.051
H 3.883 -6.918 -0.666
H 4.735 -5.447 1.613
H 5.216 -4.220 0.299
H 2.773 -3.651 1.080
H 2.229 -5.400 0.856
H 3.093 -1.078 -0.472
H 4.579 -1.529 -1.163
H 3.314 -1.202 -4.832
H 3.926 -0.614 -3.115
H 1.237 -0.647 -2.530
H 1.146 -0.648 -5.645
H -0.126 -1.152 -4.391
H 0.082 0.615 -4.848
H 0.023 -7.377 -0.123
H 0.340 -5.507 -0.066
H -0.961 -7.158 -2.478
H -0.846 -5.261 -2.325
H -3.135 -5.678 -1.785
H -2.714 -7.173 -0.676
H -2.238 -5.403 -0.133
H -0.646 -3.357 -7.127
C -5.004 1.913 -0.484
O -4.147 2.584 -1.390
C -2.864 1.970 -1.477
C -2.262 2.169 -2.862
O -2.835 1.323 -3.861
C -4.149 1.668 -4.304
C -4.190 2.933 -5.156
O -4.118 4.092 -4.331
C -3.601 5.214 -5.021
H -4.607 1.975 0.533
H -5.980 2.400 -0.517
H -5.134 0.866 -0.779
H -2.931 0.898 -1.262
H -2.222 2.446 -0.726
H -1.209 1.880 -2.807
H -2.284 3.215 -3.169
H -4.845 1.719 -3.467
H -4.472 0.832 -4.932
H -5.136 2.977 -5.706
H -3.355 2.915 -5.868
H -2.599 4.998 -5.408
H -3.522 6.041 -4.314
H -4.268 5.505 -5.838
C -3.313 2.098 6.699
O -3.867 3.240 6.072
C -3.295 4.454 6.552
C -3.301 5.520 5.462
O -2.292 5.326 4.470
C -2.516 4.267 3.538
C -3.634 4.561 2.541
O -4.907 4.355 3.145
C -5.928 5.108 2.520
H -3.545 2.097 7.768
H -3.753 1.212 6.238
H -2.229 2.060 6.546
H -2.267 4.292 6.894
H -3.904 4.791 7.400
H -3.062 6.477 5.935
H -4.287 5.631 5.009
H -2.670 3.318 4.052
H -1.582 4.173 2.976
H -3.557 3.876 1.689
H -3.538 5.595 2.187
H -5.693 6.177 2.555
H -6.857 4.945 3.069
H -6.065 4.785 1.483
C 4.258 -0.986 4.395
O 4.332 0.324 3.862
C 4.085 0.355 2.460
C 3.449 1.679 2.053
O 2.065 1.774 2.393
C 1.765 1.971 3.776
C 2.126 3.363 4.285
O 3.525 3.456 4.532
C 4.000 4.787 4.456
H 5.046 -1.616 3.972
H 4.396 -0.920 5.475
H 3.275 -1.427 4.201
H 3.427 -0.470 2.162
H 5.052 0.240 1.954
H 3.483 1.741 0.960
H 4.010 2.534 2.433
H 2.209 1.186 4.390
H 0.679 1.857 3.856
H 1.609 3.556 5.231
H 1.816 4.110 3.543
H 3.790 5.213 3.469
H 5.081 4.771 4.599
H 3.545 5.403 5.239
```

Max |F| (hartree/bohr): 0.0893
Calculated total energy (eV): -84892.563
Frontier orbital gap (eV): 7.9
Multiplicity: 1
HOMO energy (eV): -8.978
Structure (SMILES): CCCCc1c(N)c(C[C@H](C)I)c2c(c1OCCC)C(=O)N(S)C2=O.COCCOCCOC.COCCOCCOC.COCCOCCOC
Net charge: 0

Entry 2:
F6Li3N3O12S6 | the ωB97M-V functional and the def2-TZVPD basis

The geometry in XYZ format:
```
30
Properties=species:S:1:pos:R:3
Li 2.387 0.340 -2.653
Li 3.496 0.143 0.187
Li 0.764 0.098 -0.473
N 0.671 -0.638 -2.230
S 0.752 -2.292 -2.099
O 1.802 -2.799 -2.912
O -0.398 -3.005 -1.756
F 1.493 -2.190 -0.628
S -0.619 -0.672 -3.291
O -1.862 -0.653 -2.644
O -0.371 -1.359 -4.496
F -0.391 0.890 -3.636
N -2.414 0.077 2.377
S -1.418 -1.041 1.838
O -0.409 -0.602 0.909
O -1.942 -2.345 1.714
F -0.597 -1.196 3.192
S -3.663 -0.162 1.370
O -4.729 -0.908 1.938
O -3.309 -0.343 -0.005
F -4.192 1.343 1.374
N 1.961 1.257 0.678
S 1.823 1.222 2.382
O 0.552 1.407 2.928
O 2.953 1.761 3.039
F 2.019 -0.349 2.451
S 1.419 2.719 0.465
O 2.103 3.865 0.913
O 0.037 2.736 0.186
F 2.086 2.697 -1.115
```

Max |F| (hartree/bohr): 0.1273
Calculated total energy (eV): -110969.322
Frontier orbital gap (eV): 4.9
Multiplicity: 1
HOMO energy (eV): -9.191
Energy above the lowest of the compared OMol25 structures with the same formula, charge and spin (kJ/mol): 534.5
Net charge: 0

Entry 3:
H11O5 | the ωB97M-V functional and the def2-TZVPD basis

The geometry in XYZ format:
```
16
Properties=species:S:1:pos:R:3
O -0.661 0.700 -0.246
H -1.470 1.200 -0.570
H -0.800 0.519 0.679
O 3.226 1.196 3.783
H 3.480 0.221 3.764
H 2.810 1.401 4.679
O -2.568 2.462 -1.119
H -2.393 3.120 -1.794
H -3.485 2.248 -0.913
O 1.183 -2.802 -0.478
H 0.654 -3.130 0.278
H 1.893 -3.463 -0.300
O -0.552 -1.016 -1.979
H -0.587 0.103 -1.168
H -0.040 -1.774 -1.693
H -0.689 -0.985 -2.924
```

Max |F| (hartree/bohr): 0.0529
Calculated total energy (eV): -10394.251
Frontier orbital gap (alpha / beta) (eV): 9.8 / 2.6
Multiplicity: 2
HOMO energy (alpha / beta) (eV): -18.057 / -18.056
Energy above the lowest of the compared OMol25 structures with the same formula, charge and spin (kJ/mol): 0.0
Net charge: +2

Entry 4:
C31H28BF9NO6S4 | the ωB97M-V functional and the def2-TZVPD basis

The geometry in XYZ format:
```
80
Properties=species:S:1:pos:R:3
C -4.625 3.337 5.273
C -4.005 2.686 4.091
C -2.665 2.312 3.912
C -2.589 1.038 3.283
C -3.836 0.612 2.799
B -1.294 -0.605 -1.335
C -0.056 0.276 -1.143
C 1.103 -0.250 -0.575
C 2.296 0.424 -0.786
C 3.605 -0.226 -0.428
F 4.377 -0.401 -1.548
F 4.345 0.513 0.455
F 3.431 -1.457 0.135
C 2.314 1.685 -1.378
C 1.109 2.263 -1.762
C 1.103 3.629 -2.373
F 1.558 3.561 -3.665
F -0.150 4.173 -2.410
F 1.915 4.508 -1.714
C -0.086 1.576 -1.643
O -1.261 -1.918 -0.920
C -2.499 -2.653 -1.005
C -3.324 -2.231 -2.247
C -2.613 -2.494 -3.585
C -4.630 -3.000 -2.284
C -3.610 -0.717 -2.025
O -2.368 0.008 -1.930
S -5.023 1.864 2.915
H -3.987 4.146 5.680
H -5.628 3.725 5.032
H -4.762 2.527 6.012
H -1.828 2.919 4.223
H -1.708 0.459 3.078
H 1.051 -1.166 -0.003
H 3.248 2.209 -1.545
H -1.029 2.003 -1.954
H -2.248 -3.726 -1.012
H -3.075 -2.418 -0.086
H -3.267 -2.166 -4.408
H -1.661 -1.956 -3.668
H -2.424 -3.571 -3.702
H -5.246 -2.663 -3.131
H -4.433 -4.075 -2.403
H -5.189 -2.834 -1.356
H -4.184 -0.293 -2.864
H -4.155 -0.557 -1.074
F -5.486 -2.730 2.980
C -4.406 -1.964 3.244
F -4.593 -1.388 4.451
F -3.299 -2.768 3.293
S -4.198 -0.715 1.878
N -0.353 -1.780 4.900
S -0.598 -0.414 5.731
C 0.005 -0.947 7.319
C -0.844 -1.667 8.163
C -0.335 -2.152 9.365
C 0.986 -1.872 9.729
C 1.811 -1.122 8.886
C 1.321 -0.640 7.674
O 0.235 0.679 5.282
O -2.019 -0.213 5.880
S 0.617 -1.770 3.622
C 0.222 -3.461 3.203
C -0.049 -4.371 4.216
C -0.449 -5.661 3.865
C -0.540 -6.020 2.517
C -0.219 -5.101 1.515
C 0.175 -3.807 1.851
O 0.090 -0.983 2.531
O 2.021 -1.676 3.948
H -1.880 -1.821 7.869
H -0.983 -2.739 10.013
H 1.373 -2.243 10.675
H 2.843 -0.915 9.164
H 1.938 -0.048 7.004
H 0.032 -4.047 5.251
H -0.691 -6.366 4.656
H -0.895 -7.015 2.256
H -0.283 -5.374 0.465
H 0.412 -3.067 1.089
```

Max |F| (hartree/bohr): 0.0675
Calculated total energy (eV): -114855.762
Frontier orbital gap (eV): 8.0
Multiplicity: 1
HOMO energy (eV): -5.759
Net charge: -1